The following is a quantum chemistry calculation of 4 unconnected molecules or ions with the total composition C23H54O11Si at a distorted geometry, from the Open Molecules 2025 dataset.

ΔE to the lowest compared entry with this formula, charge and spin: 115.6 kJ/mol
HOMO level: -9.2 eV
orbital gap: 9.9 eV
SMILES: C[Si](C)(C)COC=O.COCCOCCOC.COCCOCCOC.COCCOCCOC
E_LUMO: 0.665 eV

XYZ file:
```
89
Properties=species:S:1:pos:R:3:mulliken_charge:R:1
Si -9.122 -0.011 2.662 0.569
O 8.772 -0.620 -4.417 -0.227
O 1.724 -1.100 0.873 -0.322
O 4.646 -1.321 2.638 -0.249
O 9.075 2.425 -3.998 -0.470
O -3.055 -1.971 -1.569 -0.170
O -1.993 0.924 -0.113 -0.152
O 3.676 1.265 1.231 -0.475
O -13.749 -0.571 2.065 -0.463
O -4.942 0.012 -0.114 -0.380
O 7.503 1.044 -1.711 -0.254
O -11.771 -0.827 3.229 -0.318
C 2.177 -0.164 -0.098 -0.503
C -8.585 1.746 2.131 -1.061
C 7.674 2.202 -3.831 -0.456
C -2.964 -3.382 -1.599 -0.805
C 7.506 1.189 -0.304 -0.764
C -3.899 -0.229 0.831 -0.486
C -10.965 -0.255 2.132 -0.555
C 0.313 -1.208 0.890 -0.712
C 3.603 0.272 0.207 -0.284
C -1.361 2.178 -0.286 -0.947
C -8.841 -0.193 4.551 -1.002
C 3.471 0.795 2.564 -0.369
C 9.926 0.195 -4.598 -0.593
C 9.925 1.348 -3.603 -0.329
C -4.560 -0.075 -1.487 -0.322
C -8.133 -1.435 1.823 -0.771
C -4.347 -1.509 -1.955 -0.672
C 5.909 -1.945 2.760 -0.619
C -2.929 0.938 0.959 -0.624
C 7.230 2.274 -2.375 -0.570
C 4.665 0.022 3.111 -0.557
C -13.072 -0.228 3.045 0.210
C 8.506 -1.425 -5.549 -0.781
H 10.933 1.771 -3.578 0.393
H -9.546 2.380 2.038 0.307
H -5.124 -2.154 -1.528 0.359
H -7.012 -1.360 2.003 0.130
H -0.657 2.094 -1.115 0.236
H -4.401 -1.550 -3.049 0.421
H -3.490 1.881 0.962 0.410
H -11.060 -0.994 1.251 0.275
H -3.695 0.557 -1.698 0.137
H -0.140 -0.248 1.154 0.179
H 7.618 -2.023 -5.341 0.231
H 7.749 3.099 -1.874 0.358
H 9.695 1.013 -2.590 0.147
H 1.521 0.716 -0.113 0.136
H 0.035 -1.941 1.649 0.393
H 7.362 1.271 -4.307 0.204
H -4.405 -0.353 1.793 0.408
H -0.058 -1.545 -0.082 0.326
H 2.145 -0.657 -1.078 0.452
H -3.161 -3.762 -2.606 0.323
H 3.347 1.697 3.171 0.394
H -1.952 -3.665 -1.304 0.212
H 6.229 -1.971 3.806 0.333
H -3.667 -3.824 -0.884 0.345
H 10.809 -0.434 -4.429 0.421
H 8.305 -0.798 -6.424 0.323
H 5.821 -2.968 2.391 0.235
H -8.545 -2.426 2.248 0.279
H 8.298 1.879 0.005 0.390
H 7.710 0.213 0.140 0.130
H 4.008 0.752 -0.689 0.358
H -8.068 1.814 1.120 0.286
H 2.543 0.226 2.645 0.163
H -7.790 -0.621 4.746 0.285
H 6.148 2.443 -2.329 0.436
H 5.594 0.519 2.808 0.309
H 9.347 -2.095 -5.750 0.315
H 6.534 1.545 0.050 0.332
H -9.605 -0.878 5.040 0.290
H -2.366 0.846 1.896 0.465
H -0.812 2.459 0.619 0.362
H 4.252 -0.577 0.432 0.207
H 6.653 -1.422 2.150 0.165
H -11.395 0.744 1.792 0.353
H -7.954 2.284 2.928 0.293
H -3.383 -1.168 0.621 0.154
H -8.842 0.846 5.042 0.297
H 9.953 0.593 -5.620 0.352
H 7.186 3.018 -4.372 0.394
H -13.355 0.561 3.812 0.341
H -8.431 -1.425 0.719 0.258
H -2.099 2.947 -0.534 0.366
H 4.609 -0.011 4.206 0.435
H -5.403 0.340 -2.047 0.380
```



The following is a quantum chemistry calculation of 11 unconnected molecules or ions with the total composition C25H53N12O27S3 at a distorted geometry, from the Open Molecules 2025 dataset.

HOMO level: -10.7 eV
orbital gap: 7.2 eV
charge: +1
E_LUMO: -3.466 eV

XYZ file:
```
120
Properties=species:S:1:pos:R:3:mulliken_charge:R:1
S 3.224 -1.176 2.743 -0.137
S 0.258 -1.124 3.127 0.107
S -5.761 3.936 1.195 -0.190
O 4.044 2.891 1.512 -0.256
O -1.017 -0.748 0.380 -0.602
O 6.025 3.943 1.116 -0.516
O -6.772 2.074 -0.756 -0.505
O -2.888 -1.626 1.292 -0.369
O -6.111 3.550 -5.229 -0.547
O 6.097 -2.221 3.239 -0.455
O -4.544 6.998 1.196 -0.498
O -3.053 3.016 4.092 -0.578
O -7.596 -3.490 -2.198 -0.550
O 5.287 -5.603 -1.173 -0.526
O -1.111 1.238 7.587 -0.497
O -3.604 1.420 5.431 -0.572
O 6.087 -3.945 4.525 -0.522
O -2.363 -1.495 -6.131 -0.506
O 5.302 -3.946 -2.545 -0.576
O -1.059 -0.843 7.038 -0.566
O 1.794 1.962 -1.510 -0.578
O 4.140 1.913 3.536 -0.532
O 1.589 1.861 -3.650 -0.569
O 7.241 -4.720 -6.063 -0.490
O -6.913 -2.645 -0.338 -0.540
O -5.568 0.344 -0.039 -0.302
O -1.637 0.031 -4.802 -0.599
O -6.116 5.541 -4.412 -0.542
O -3.064 5.520 0.693 -0.405
O 6.417 -6.672 -6.458 -0.497
N -2.802 2.033 4.757 1.075
N 1.684 -0.259 0.978 0.492
N -2.383 -0.380 -5.676 0.872
N 6.385 -3.376 3.507 0.870
N 5.591 -5.083 -2.224 0.895
N 7.306 -5.849 -6.502 0.826
N -7.540 -2.605 -1.378 0.927
N 4.425 -2.733 0.294 -0.463
N -1.381 0.072 7.772 0.920
N -6.371 4.360 -4.360 0.933
N -3.400 6.638 1.019 0.787
N 1.199 1.646 -2.534 0.989
C -4.268 0.276 0.560 0.506
C 4.398 1.854 2.344 -0.124
C -2.168 -0.255 8.990 -0.790
C -6.194 2.195 1.522 -0.269
C 1.658 -0.792 2.151 0.302
C -1.398 1.540 4.738 -0.124
C 5.093 3.308 0.655 0.615
C -0.787 -2.249 2.199 -0.535
C -3.704 -1.121 0.220 -0.638
C -8.291 -1.349 -1.647 -0.616
C -2.318 7.642 1.219 -0.754
C 5.102 0.642 1.773 -0.823
C -3.395 0.563 -6.222 -0.757
C -3.325 1.353 0.048 -0.797
C 5.020 -1.420 0.493 -1.626
C 2.970 -0.037 0.396 -1.725
C -0.105 0.945 -2.364 -0.805
C -1.590 -1.465 1.177 0.482
C -6.204 1.526 0.171 0.177
C 4.974 2.922 -0.789 -0.509
C 7.158 -4.128 2.483 -0.718
C 6.374 -5.883 -3.204 -0.762
C 4.154 -0.462 1.316 1.854
C 8.582 -6.263 -7.150 -0.722
C -7.050 3.865 -3.132 -0.642
H -2.988 1.064 -0.940 0.272
H 7.308 -5.360 -3.382 0.296
H -5.535 1.735 2.242 0.265
H -2.771 8.583 1.506 0.308
H 5.992 -1.517 0.953 0.641
H -2.330 -1.326 9.018 0.321
H -4.559 -1.789 0.158 0.155
H -7.995 4.394 -3.046 0.285
H -3.761 2.345 0.032 0.304
H 5.064 3.794 -1.418 0.378
H -1.591 0.075 9.848 0.292
H 8.092 -3.597 2.325 0.306
H -0.757 1.609 -1.803 0.408
H -0.762 2.336 5.112 0.333
H -3.206 0.661 -7.286 0.307
H -7.563 -0.542 -1.672 0.153
H 5.813 0.900 0.996 0.678
H 6.553 -6.865 -2.782 0.340
H -7.209 2.800 -3.228 0.291
H 7.336 -5.129 2.854 0.321
H -7.201 2.155 1.916 0.452
H -1.667 7.266 2.001 0.276
H -1.475 -2.670 2.923 0.396
H 5.162 -0.924 -0.473 0.695
H -3.288 1.515 -5.718 0.316
H -0.520 0.722 -3.340 0.427
H -3.109 0.282 8.922 0.303
H -8.805 -1.438 -2.596 0.314
H -1.329 0.667 5.364 -0.156
H 8.966 -7.115 -6.597 0.294
H 5.698 0.231 2.575 0.625
H 3.461 -2.649 -0.002 0.221
H 3.123 -0.370 -0.622 0.414
H -6.405 4.085 -2.288 0.229
H 3.982 2.527 -0.965 0.086
H -8.999 -1.213 -0.836 0.282
H -0.266 -3.075 1.738 0.408
H 8.353 -6.535 -8.175 0.281
H -1.784 7.735 0.279 0.286
H 6.556 -4.146 1.577 0.198
H -2.469 1.372 0.708 0.167
H -3.236 -1.145 -0.754 0.420
H 5.718 2.187 -1.055 0.269
H -5.373 4.432 2.380 0.115
H -4.374 0.133 -6.039 0.279
H 0.850 0.007 0.466 0.072
H 9.272 -5.430 -7.112 0.316
H -1.159 1.299 3.707 0.087
H 0.086 0.028 -1.812 0.181
H 4.894 -3.155 -0.500 0.068
H 5.788 -5.952 -4.115 0.296
H -4.349 0.303 1.640 0.153
H 3.037 1.046 0.317 0.166
```



The following is a quantum chemistry calculation of C3H4N2OS in the gas phase at a distorted geometry, from the Open Molecules 2025 dataset.

ΔE to the lowest compared entry with this formula, charge and spin: 136.3 kJ/mol
HOMO level: -7.9 eV
orbital gap: 8.6 eV
SMILES: Nc1ncsc1O
E_LUMO: 0.661 eV

XYZ file:
```
11
Properties=species:S:1:pos:R:3:nbo_charge:R:1
S 2.174 -0.310 0.035 0.447
O 0.362 -2.223 0.026 -0.671
N -1.760 0.079 0.108 -0.850
N 0.263 1.420 -0.060 -0.421
C 0.629 -0.879 0.147 0.006
C 1.573 1.320 -0.020 -0.182
C -0.364 0.232 -0.023 0.209
H 2.235 2.082 0.005 0.202
H -0.604 -2.368 0.103 0.495
H -2.154 -0.263 -0.718 0.368
H -2.354 0.909 0.397 0.397
```



Q: Among the records above, which one has the highest E_LUMO?
A: C23H54O11Si



Q: What is the formula in the third record?
A: C3H4N2OS